[1]
C21H19FN2O | ωB97M-V/def2-TZVPD

The geometry in XYZ format:
```
44
Properties=species:S:1:pos:R:3:mulliken_charge:R:1
O -0.22 4.58 -0.40 -0.6576
C -0.57 3.46 -0.12 0.1809
N -1.86 3.07 -0.32 -0.1909
C -2.52 1.86 -0.06 0.4023
C -2.38 1.18 1.15 0.0092
C -3.05 0.00 1.37 -0.5992
C -3.88 -0.50 0.38 0.1045
C -4.08 0.18 -0.81 -0.5222
C -3.39 1.36 -1.02 -0.4896
H -3.53 1.90 -1.95 0.4048
H -4.75 -0.22 -1.56 0.4413
F -4.53 -1.66 0.59 -0.3917
H -2.94 -0.55 2.29 0.4365
H -1.75 1.59 1.92 0.4626
H -2.40 3.76 -0.84 0.2501
C 0.41 2.42 0.42 -0.5910
N 0.15 1.12 -0.16 0.1834
H 0.42 1.12 -1.14 0.3783
C 0.80 0.00 0.52 -0.4790
C 2.30 -0.01 0.26 0.0780
C 3.20 0.42 1.23 -0.1124
C 4.55 0.46 0.96 -0.7262
C 5.02 0.07 -0.28 -0.3993
C 4.13 -0.36 -1.25 -0.8050
C 2.78 -0.40 -0.98 -0.2082
H 2.08 -0.75 -1.74 0.3441
H 4.50 -0.67 -2.22 0.4045
H 6.08 0.10 -0.49 0.3955
H 5.24 0.80 1.72 0.4004
H 2.83 0.72 2.20 0.3763
C 0.18 -1.32 0.11 -0.0174
C -0.84 -1.41 -0.82 -0.0831
C -1.39 -2.64 -1.14 -0.7557
C -0.91 -3.79 -0.55 -0.5461
C 0.11 -3.71 0.38 -0.7570
C 0.66 -2.48 0.71 -0.3941
H 1.46 -2.42 1.43 0.4168
H 0.49 -4.61 0.85 0.4093
H -1.34 -4.75 -0.80 0.4017
H -2.19 -2.69 -1.86 0.4465
H -1.22 -0.51 -1.28 0.4484
H 0.62 0.14 1.59 0.6161
H 1.42 2.81 0.22 0.3464
H 0.29 2.36 1.50 0.3877
```

Properties
Structure (SMILES) = O=C(CNC(c1ccccc1)c1ccccc1)Nc1ccc(F)cc1
Frontier orbital gap = 9.1 eV
Net charge = 0
Relative energy (zero: lowest compared OMol25 entry of this formula, charge and spin) = 0.6 kcal/mol
E_tot = -1096.27212 a.u.



[2]
C15H31O4S3 | ωB97M-V/def2-TZVPD

The geometry in XYZ format:
```
53
Properties=species:S:1:pos:R:3:mulliken_charge:R:1
C -0.49 -0.98 1.24 -0.8263
C -0.77 -0.06 0.36 -0.2540
C -0.73 1.40 0.69 0.4931
S -2.28 2.25 0.31 0.0655
C -3.45 2.03 1.70 -0.5234
C -3.74 0.52 1.92 -0.7077
C -5.25 0.21 2.03 -0.6498
C -5.87 0.04 0.61 -1.0402
H -0.26 -2.00 0.98 0.2806
H -0.53 -0.69 2.29 0.2067
H -1.05 -0.38 -0.64 0.4005
H 0.10 1.82 0.11 -0.3296
H -0.44 1.53 1.74 0.4141
H -1.94 3.57 0.27 0.2508
H -4.34 2.64 1.54 0.4831
H -2.94 2.43 2.58 0.4295
H -3.22 0.21 2.83 0.3670
H -3.37 -0.02 1.05 0.3820
H -5.80 0.91 2.66 0.4148
H -5.32 -0.76 2.52 0.3281
H -6.03 -1.01 0.38 0.3288
H -6.81 0.58 0.53 0.2908
H -5.14 0.39 -0.13 0.2736
C 1.55 -5.33 -0.45 -0.4522
C 3.00 -4.87 -0.28 -0.6257
C 3.16 -4.35 1.16 -0.6062
S 1.95 -5.24 2.14 1.1094
O 0.96 -4.30 2.63 -0.6161
O 2.62 -6.15 3.03 -0.6739
C 1.23 -6.16 0.79 -0.7071
H 1.41 -5.90 -1.36 0.3369
H 0.89 -4.46 -0.49 0.1888
H 3.67 -5.72 -0.44 0.3068
H 3.27 -4.10 -1.00 0.3213
H 4.15 -4.55 1.56 0.3498
H 2.93 -3.29 1.23 0.3258
H 0.16 -6.29 0.96 0.3886
H 1.72 -7.13 0.75 0.3630
C 3.36 4.05 -3.45 -0.5463
C 2.22 5.08 -3.47 -0.6864
C 1.15 4.58 -2.49 -0.6149
S 2.01 3.61 -1.25 1.1916
O 1.58 2.23 -1.35 -0.7441
O 1.98 4.31 0.01 -0.7282
C 3.63 3.76 -1.98 -0.7403
H 4.25 4.43 -3.95 0.3569
H 3.04 3.14 -3.96 0.2828
H 2.59 6.05 -3.14 0.3155
H 1.81 5.21 -4.47 0.3276
H 0.63 5.41 -2.00 0.3858
H 0.42 3.93 -2.98 0.3510
H 4.19 2.84 -1.82 0.4032
H 4.14 4.60 -1.50 0.3587
```

Properties
Frontier orbital gap = 9.3 eV
Net charge = +1
E_tot = -2085.33576 a.u.



[3]
C6H19N4 | ωB97M-V/def2-TZVPD

The geometry in XYZ format:
```
29
Properties=species:S:1:pos:R:3:mulliken_charge:R:1
C -3.30 0.07 -1.09 -1.0539
C -2.53 -1.68 0.38 -1.2135
C 2.30 0.94 -1.53 -1.0846
C 3.34 -0.90 -0.17 -0.9110
C -0.24 -0.30 1.55 -0.7933
C -1.37 0.42 0.42 0.7614
N 0.76 0.62 1.89 -0.4239
N -1.15 1.64 0.13 -0.3089
N -2.34 -0.31 -0.07 -0.0372
N 2.85 0.54 -0.27 -0.3183
H -2.88 0.81 -1.82 0.4534
H -3.55 -0.95 -1.61 0.2966
H -4.24 0.34 -0.57 0.3423
H -3.52 -1.78 0.69 0.4218
H -2.24 -2.39 -0.42 0.3974
H -1.79 -1.82 1.09 0.4078
H 1.32 0.49 -1.84 0.2409
H 1.99 1.95 -1.47 0.3999
H 2.92 0.74 -2.35 0.4184
H 3.38 -1.49 -1.11 0.2975
H 4.31 -0.93 0.17 0.3933
H 2.65 -1.41 0.45 0.2188
H 0.22 -1.08 1.00 0.4241
H -0.87 -0.69 2.37 0.5084
H 0.84 0.94 2.78 0.1215
H 1.58 0.81 1.34 0.2793
H -0.17 1.99 0.29 0.2440
H -1.83 2.24 -0.29 0.2401
H 3.57 1.19 0.07 0.2778
```

Properties
Frontier orbital gap = 9.6 eV
Net charge = +1
Relative energy (zero: lowest compared OMol25 entry of this formula, charge and spin) = 34.3 kcal/mol
E_tot = -458.74088 a.u.



[4]
C4H8O2 | ωB97M-V/def2-TZVPD

The geometry in XYZ format:
```
14
Properties=species:S:1:pos:R:3:mulliken_charge:R:1
C -0.80 -0.90 -1.17 -1.0897
C 0.23 0.11 -0.75 0.4353
O 1.18 0.27 -1.72 -0.5236
C 0.09 0.96 0.29 -0.4367
C -0.32 0.39 1.63 -0.3507
O 0.92 -0.30 1.81 -0.5503
H -1.36 -0.43 -1.99 0.3302
H -0.38 -1.84 -1.56 0.3159
H -1.51 -1.14 -0.37 0.2630
H 0.97 -0.57 0.81 0.5034
H 1.92 0.79 -1.37 0.3459
H 0.76 1.81 0.40 0.2855
H -1.16 -0.31 1.61 0.1832
H -0.53 1.15 2.40 0.2885
```

Properties
Structure (SMILES) = C/C(O)=C\CO
Frontier orbital gap = 9.4 eV
Net charge = 0
Relative energy (zero: lowest compared OMol25 entry of this formula, charge and spin) = 62.9 kcal/mol
E_tot = -307.61219 a.u.